Entry 1:
This record from OMol25 describes C10H16CoN4O2PS4 as an isolated structure. The level of theory is ωB97M-V with the def2-TZVPD basis set.

Computed properties:
Net charge: +1
Expectation value of S²: 8.770
Strongest force on any atom: 0.6 eV/A
Energy relative to the best compared isomer or geometry (same formula, charge and spin): 42.3 kJ/mol
Multiplicity: 6
HOMO level (alpha / beta): -8.6 / -11.7 eV
Kohn-Sham gap (alpha / beta): 6.52 / 6.83 eV
LUMO energy (alpha / beta): -2.114 / -4.888 eV

Cartesian coordinates (Å):
Co1 -0.57460 -0.80137 0.57655
C1 3.58519 4.01701 1.21733
C2 2.17958 3.50936 1.43419
O1 2.19567 2.05270 1.46652
P1 1.44989 1.16867 0.42053
S1 1.80998 -0.74571 0.87246
S2 -0.54207 1.52516 0.38416
O2 2.08647 1.61230 -0.95838
C3 1.66409 1.05279 -2.22253
C4 1.93164 2.06105 -3.31413
H1 3.57396 5.10677 1.19897
H2 3.98337 3.65122 0.27147
H3 4.23726 3.68515 2.02390
H4 1.50619 3.84876 0.64542
H5 1.78427 3.82482 2.39736
H6 0.59977 0.81252 -2.17451
H7 2.23169 0.13646 -2.38807
H8 1.32303 2.95511 -3.18180
H9 1.68760 1.61393 -4.27778
H10 2.98170 2.35087 -3.32291
N1 -3.78933 1.13790 0.56550
C5 -3.76196 -0.19025 0.58677
N2 -2.70358 -0.95632 0.58042
C6 -3.05037 -2.30908 0.59484
C7 -4.46812 -2.54210 0.63832
S3 -5.31596 -1.05789 0.62180
C8 -2.08438 -3.26128 0.53936
C9 -2.29639 -4.68127 0.53306
S4 -0.80312 -5.50641 0.41066
C10 0.03903 -3.94147 0.36286
N3 -0.73797 -2.89472 0.45733
N4 1.35801 -3.94289 0.20250
H11 -2.93846 1.67352 0.57124
H12 -4.66684 1.62269 0.61829
H13 -4.98334 -3.48586 0.66292
H14 -3.23122 -5.20972 0.59177
H15 1.86216 -4.81139 0.20351
H16 1.87715 -3.08103 0.19008

=====

Entry 2:
This record from OMol25 describes CH4Na7O5 as an isolated structure at a distorted geometry. The level of theory is ωB97M-V with the def2-TZVPD basis set.

Computed properties:
Net charge: +5
Strongest force on any atom: 7.8 eV/A
Energy relative to the best compared isomer or geometry (same formula, charge and spin): 202.9 kJ/mol
HOMO level: -19.0 eV
Kohn-Sham gap: 4.14 eV
LUMO energy: -14.842 eV

Cartesian coordinates (Å):
Na1 -3.35355 -22.43023 -18.51163
Na2 -2.48708 -13.67937 -15.42678
Na3 -3.86368 -16.56187 -20.02647
Na4 1.06458 -21.05611 -20.13609
Na5 -4.55958 -18.23566 -15.18902
Na6 1.46311 -15.89217 -14.67264
Na7 -0.27426 -21.27817 -14.90519
C1 -0.81987 -18.07375 -17.52564
O1 0.27525 -18.54958 -17.22452
O2 -1.78771 -18.74234 -17.83270
O3 -0.99980 -16.87100 -17.30204
O4 1.13992 -13.50447 -20.40693
H1 1.85755 -13.94703 -20.86013
H2 1.04739 -13.98057 -19.58169
O5 4.77308 -17.94084 -20.16129
H3 4.32508 -17.44567 -19.47548
H4 5.68214 -17.99146 -19.86586

=====

Entry 3:
This record from OMol25 describes an isolated molecule of C5H7NS at a distorted geometry. The level of theory is ωB97M-V with the def2-TZVPD basis set.

Computed properties:
Net charge: 0
Expectation value of S²: 2.026
Strongest force on any atom: 3.4 eV/A
Energy relative to the best compared isomer or geometry (same formula, charge and spin): 93.5 kJ/mol
Multiplicity: 3
HOMO level (alpha / beta): -7.3 / -8.8 eV
Kohn-Sham gap (alpha / beta): 8.09 / 6.55 eV
LUMO energy (alpha / beta): 0.793 / -2.230 eV

Cartesian coordinates (Å):
C1 0.09827 0.51806 0.97226
C2 0.22785 -0.07234 -2.15175
C3 0.11749 -1.03962 -0.82974
C4 -1.04247 -0.53193 -1.69394
C5 0.41925 0.79931 2.36678
N1 0.47928 -0.54257 0.41126
S1 -1.40266 1.23058 0.36364
H1 0.80323 0.75901 -1.82339
H2 0.66441 -0.47108 -3.00478
H3 0.38761 -2.13459 -0.77894
H4 -1.95577 -0.91068 -2.10867
H5 -0.03488 -0.04192 2.85241
H6 -0.22166 1.56919 2.78413
H7 1.46006 0.86860 2.64072

=====

Entry 4:
This record from OMol25 describes a 2-piece molecular cluster, C2H8N2P2 overall at a distorted geometry. The level of theory is ωB97M-V with the def2-TZVPD basis set.

Computed properties:
Net charge: 0
Strongest force on any atom: 4.9 eV/A
Energy relative to the best compared isomer or geometry (same formula, charge and spin): 159.7 kJ/mol
SMILES: C=PNP.C=N
HOMO level: -9.1 eV
Kohn-Sham gap: 9.43 eV
LUMO energy: 0.328 eV

Cartesian coordinates (Å):
C1 0.44947 1.92070 1.03499
P1 1.53015 1.08470 0.03996
N1 1.60210 -0.56477 0.57281
P2 0.99098 -1.31990 1.96251
H1 0.32177 3.01510 0.90215
H2 -0.32775 1.41956 1.71094
H3 2.49089 -0.97156 0.37075
H4 1.09886 -0.50930 3.25175
H5 -0.33112 -0.80493 1.61124
C2 -0.62274 -0.77866 -2.11330
N2 -0.55405 0.23606 -2.80424
H6 -0.43337 -1.70007 -2.67044
H7 -0.83370 -0.84945 -1.13859
H8 -0.82814 1.25484 -2.49284

=====

Question: Look up the strongest force on any atom of the first one.
Answer: 0.6 eV/A